C32H50N7OP2Ru | ωB97M-V with the def2-TZVPD basis set

Computed properties:
gap between HOMO and LUMO (alpha / beta) = 4.62 / 5.45 eV
net charge = +3
spin multiplicity = 5
E_tot = -2484.302919 a.u.
highest occupied orbital energy (alpha / beta) = -0.4921 / -0.6365 Ha
relative energy (zero: lowest compared OMol25 entry of this formula, charge and spin) = 0.000 eV
LUMO (alpha / beta) = -0.322 / -0.436 hartree

Geometry (Å):
C: 1.15 2.67 -0.53
C: -0.59 1.73 -1.79
C: 1.27 3.73 -1.43
C: -0.42 2.69 -2.80
C: 0.48 3.73 -2.58
H: 2.00 4.52 -1.22
H: -1.01 2.61 -3.69
H: 0.56 4.53 -3.31
N: 0.19 1.74 -0.65
P: 2.12 0.75 1.23
P: -2.29 0.08 -0.30
C: 2.13 2.51 0.63
H: 3.13 2.83 0.34
H: 1.83 3.16 1.47
C: -1.61 0.71 -1.84
H: -2.10 0.45 -2.83
C: -3.12 -1.62 -0.68
C: -3.61 1.43 -0.19
C: 3.42 -0.08 0.10
C: 2.84 0.92 2.96
C: -2.26 -2.78 -0.14
H: -2.14 -2.71 0.95
H: -2.77 -3.72 -0.37
H: -1.27 -2.82 -0.59
C: -4.47 -1.72 0.03
H: -4.38 -1.59 1.11
H: -5.21 -1.01 -0.37
H: -4.88 -2.73 -0.15
C: -3.28 -1.83 -2.18
H: -3.77 -2.81 -2.33
H: -3.93 -1.09 -2.65
H: -2.31 -1.84 -2.69
C: -4.30 1.32 1.17
H: -3.56 1.23 1.99
H: -4.87 2.24 1.34
H: -4.99 0.47 1.24
C: -2.98 2.83 -0.28
H: -2.26 3.01 0.53
H: -2.50 3.01 -1.24
H: -3.79 3.56 -0.17
C: -4.60 1.29 -1.37
H: -4.19 0.79 -2.26
H: -5.53 0.79 -1.08
H: -4.87 2.30 -1.71
C: 3.33 -0.47 3.44
H: 3.59 -0.39 4.51
H: 2.51 -1.20 3.35
H: 4.21 -0.82 2.91
C: 1.72 1.34 3.92
H: 1.28 2.31 3.65
H: 0.94 0.58 3.95
H: 2.14 1.43 4.93
C: 3.97 1.95 3.07
H: 4.20 2.07 4.15
H: 4.89 1.65 2.58
H: 3.66 2.94 2.70
C: 3.17 0.25 -1.37
H: 3.95 -0.24 -1.97
H: 2.21 -0.12 -1.72
H: 3.22 1.35 -1.57
C: 3.27 -1.60 0.29
H: 2.27 -1.92 -0.02
H: 4.00 -2.11 -0.34
H: 3.42 -1.93 1.33
C: 4.84 0.37 0.44
H: 4.96 1.46 0.36
H: 5.20 0.03 1.41
H: 5.51 -0.08 -0.32
Ru: -0.18 0.22 0.87
C: -0.76 1.49 1.95
O: -1.17 2.43 2.72
N: 0.40 -1.15 -0.70
C: 0.09 -1.17 -1.82
C: 0.23 -1.55 -3.21
C: 0.89 -2.78 -3.24
C: -0.11 -0.87 -4.38
C: 1.19 -3.38 -4.44
H: 1.16 -3.24 -2.29
C: 0.20 -1.47 -5.60
H: -0.58 0.12 -4.36
C: 0.84 -2.74 -5.64
H: 1.69 -4.35 -4.43
H: -0.04 -0.99 -6.55
H: 1.07 -3.21 -6.59
N: 0.37 -3.17 5.13
N: -0.19 -2.18 4.34
N: -1.55 -2.20 4.18
C: -1.69 -1.52 3.05
N: -0.51 -1.17 2.49
N: 0.46 -1.68 3.28
H: 1.30 -2.90 5.40
H: -0.24 -3.37 5.91
H: -2.67 -1.30 2.61